Entry 1:
Density functional theory data (ωB97M-V/def2-TZVPD) for a cluster of 11 separate species, C23H70N2O11 in total at a distorted geometry.

Structure (XYZ):
```
106
Properties=species:S:1:pos:R:3:forces:R:3
C -3.51610 1.26300 -4.59892 1.7 -0.8 -0.8
C -3.53145 0.17237 -3.46801 -0.5 1.7 -1.3
C -2.33353 0.11691 -2.55680 0.7 -1.1 -0.7
O -4.62099 0.59694 -2.73871 -2.5 -0.2 1.7
H -3.06883 0.91310 -5.52931 0.1 -0.3 -0.2
H -2.85920 2.09495 -4.34507 -0.1 0.2 0.4
H -4.48273 1.67419 -4.88988 -0.2 -0.4 0.5
H -3.85564 -0.79685 -3.84699 0.6 -0.2 -0.3
H -2.45120 -0.72228 -1.87122 -0.4 0.4 0.6
H -2.21074 1.08179 -2.06483 0.2 -0.2 0.2
H -1.41951 -0.21987 -3.04593 0.1 0.5 -0.4
H -4.37222 1.14233 -1.98887 0.3 0.1 0.2
C -3.79037 -3.87856 -0.79412 0.6 1.0 -0.3
C -3.33127 -3.86993 -2.23311 -0.2 -1.0 1.1
C -1.88718 -3.48517 -2.38289 0.6 0.4 -1.0
O -3.52060 -5.22828 -2.58792 -0.4 -0.4 -1.2
H -3.07447 -4.47184 -0.22525 -0.3 -0.2 0.1
H -4.81295 -4.25322 -0.74875 0.1 0.1 0.3
H -3.67887 -2.84116 -0.47873 -0.5 0.0 0.5
H -3.98896 -3.22003 -2.81032 -0.1 0.0 -0.2
H -1.78614 -2.74409 -3.17579 0.2 0.7 0.5
H -1.26549 -4.25754 -2.83573 -0.2 -0.5 0.5
H -1.43901 -3.20854 -1.42857 0.1 0.3 -0.3
H -3.44290 -5.22982 -3.54477 0.1 -0.5 -0.2
C 1.27383 -0.43563 0.84387 0.9 1.7 -1.1
C 1.75795 -0.92972 -0.52412 -1.3 -1.9 1.4
C 1.51188 -2.40133 -0.59269 1.4 -2.1 0.2
O 0.88124 -0.44053 -1.45520 -1.2 2.0 -1.7
H 1.84354 -0.90125 1.64806 -0.1 0.4 0.2
H 0.20166 -0.34035 1.01551 -0.2 -1.3 -0.3
H 1.44169 0.62890 0.68046 0.7 0.5 1.0
H 2.76802 -0.59775 -0.76425 0.3 -0.2 0.4
H 1.88334 -2.90096 -1.48739 -0.4 0.5 -0.7
H 0.44456 -2.59436 -0.48464 0.1 0.0 0.1
H 2.05602 -3.02916 0.11288 -0.1 0.3 0.8
H 0.75139 -1.13729 -2.10271 -0.1 0.1 -0.7
C 5.08378 -2.25499 3.82013 -0.7 -0.4 0.9
C 3.72532 -2.94950 3.75097 -0.4 -1.8 0.4
C 3.61941 -4.02789 2.64933 0.6 1.3 -0.4
O 3.39608 -3.63492 4.97664 0.6 0.5 0.7
H 5.20368 -1.76408 2.85435 0.5 0.1 0.2
H 5.90487 -2.89401 4.14504 0.0 -0.4 -0.7
H 5.05455 -1.54343 4.64531 -0.2 0.5 -0.3
H 2.99106 -2.14806 3.66928 -0.2 0.0 -0.6
H 3.95048 -3.51219 1.74792 -0.3 -0.4 -0.5
H 2.62982 -4.46397 2.51279 -0.2 0.4 0.0
H 4.29840 -4.86863 2.79156 0.2 0.2 0.4
H 2.67449 -4.24263 4.79888 0.0 0.1 -0.1
C 6.08366 2.88605 1.45488 -0.2 -1.4 -1.0
C 5.34415 2.63306 0.07931 -1.3 1.3 2.6
C 3.94459 2.03369 0.40493 0.6 -0.9 -1.6
O 5.15003 3.91704 -0.48914 0.0 0.5 -0.2
H 6.50744 1.91736 1.71977 0.6 0.1 0.0
H 5.38967 3.02448 2.28393 -0.4 0.5 -0.4
H 6.82131 3.68799 1.48423 0.0 -0.2 -0.4
H 5.79211 2.03527 -0.71447 0.7 -0.5 0.7
H 3.94383 1.02893 0.82747 0.4 0.1 0.5
H 3.61540 1.79822 -0.60714 -0.9 0.2 -0.1
H 3.20952 2.64747 0.92556 0.5 0.3 -0.1
H 4.74385 3.78451 -1.34882 -0.1 0.2 -0.2
O 2.09710 -5.08895 -2.94354 -0.3 -0.3 1.0
H 1.55662 -5.53796 -3.59354 -0.3 -0.2 -0.5
H 2.77587 -4.65099 -3.45706 0.5 0.5 -0.4
O 0.89444 -6.01332 -0.34477 -0.2 -0.1 0.7
H 1.32594 -5.65926 -1.12239 0.4 0.3 -0.6
H 0.51666 -6.84294 -0.63673 -0.1 -0.2 -0.1
O 0.84160 -1.70480 -4.52482 -0.4 0.2 0.7
H 1.62738 -2.08276 -4.91969 0.5 -0.5 -0.2
H 0.45776 -1.16947 -5.21930 -0.2 0.3 -0.3
O 0.22315 1.61482 -3.99374 0.0 0.4 -0.5
H -0.47209 1.71304 -3.34319 -0.1 -0.1 0.2
H 0.97554 1.29678 -3.49475 0.2 -0.4 0.2
C -3.99225 -0.06452 0.89783 -0.4 -0.5 -0.8
C -3.14982 1.10667 1.33284 0.0 1.3 -0.6
C -3.51169 2.42661 0.61687 -1.6 0.9 0.2
O -3.76307 2.36909 -0.79623 1.4 -0.4 -0.4
C -3.91584 3.66496 -1.39583 -1.0 -0.4 1.4
N -3.28436 1.35277 2.78179 0.2 -0.4 -0.4
H -3.54091 -1.05134 1.00067 0.4 0.1 0.4
H -4.19204 0.00490 -0.17145 -0.1 0.0 0.0
H -4.95495 -0.13225 1.40450 0.0 0.4 0.1
H -2.12324 1.02539 0.97558 0.5 -0.9 0.3
H -2.81163 3.22430 0.86526 0.8 -0.2 -0.3
H -4.41512 2.84906 1.05671 -0.6 -0.2 0.3
H -4.23553 3.64304 -2.43766 0.2 -0.7 0.1
H -3.05067 4.32098 -1.29979 0.2 -0.2 0.2
H -4.74724 4.02556 -0.79015 -0.1 1.1 -0.3
H -2.78296 2.17789 3.07823 0.1 0.6 -0.3
H -2.72121 0.64983 3.23879 -0.2 -0.6 0.2
C 0.79893 1.84432 3.25361 0.2 -1.0 -0.4
C 0.28667 3.24071 3.36558 -0.6 0.9 0.1
C 0.41642 4.04043 2.07327 1.2 0.0 0.8
O -0.03562 5.38925 2.24735 -1.4 -0.7 -0.7
C -1.28536 5.72599 1.56954 1.1 0.2 0.4
N -1.12074 3.30018 3.79659 0.6 -0.4 0.4
H 0.90230 1.21879 4.14025 -0.5 0.6 0.7
H 1.82930 1.81692 2.89908 -0.1 0.1 -0.6
H 0.12852 1.26836 2.61572 0.3 0.0 -0.4
H 0.83813 3.77044 4.14235 0.6 0.2 -0.1
H 0.01974 3.51097 1.20700 -0.5 0.2 0.0
H 1.49877 4.08269 1.95155 0.2 0.3 -0.5
H -1.29525 5.34722 0.54752 0.3 0.2 -0.2
H -1.29277 6.81550 1.60136 -0.1 -0.1 -0.3
H -2.21383 5.37609 2.02077 0.2 -0.3 0.6
H -1.00908 2.86910 4.70313 -0.9 -0.3 0.5
H -1.24541 4.27750 4.01883 -0.4 0.3 0.0
```
Forces are in eV/Å.

Expectation value of S²: 0.7504
Total charge: -1
Largest force on an atom (eV/A): 3.1
Spin multiplicity: 2
Highest occupied orbital energy (alpha / beta) (eV): 0.032 / -7.416

Here are the Löwdin charges for atoms 1 to 2, given in e: atom 1 (C): -0.04, atom 2 (C): -0.46


Entry 2:
Density functional theory data (ωB97M-V/def2-TZVPD) for a cluster of 14 separate species, C23H75N15O14 in total at a distorted geometry.

Structure (XYZ):
```
127
Properties=species:S:1:pos:R:3:forces:R:3
C 3.25771 -2.92141 -0.71791 0.2 -0.7 0.3
C 3.69905 -3.46599 0.63709 -0.4 -0.5 0.2
O 2.97387 -4.69847 0.92889 0.0 0.4 -0.4
H 2.22624 -3.18701 -0.92623 -0.1 0.1 0.0
H 3.86872 -3.42074 -1.46695 -0.2 0.3 -0.3
H 3.31315 -1.84092 -0.82814 0.3 0.0 0.2
H 3.51005 -2.81367 1.49145 0.1 0.4 -0.3
H 4.75716 -3.72781 0.57268 0.1 0.3 0.2
H 3.13084 -4.88963 1.85739 0.0 -0.2 0.0
C -1.29414 3.76555 2.71835 0.1 1.0 1.2
C -1.32068 2.35371 3.27119 -0.7 -0.4 -1.2
O -1.94731 1.53909 2.23504 0.1 0.2 0.1
H -1.18895 4.50848 3.52155 0.3 -0.3 0.1
H -2.22499 4.09317 2.25862 0.0 -0.5 -0.3
H -0.44710 3.96435 2.06311 -0.2 -0.3 -0.3
H -1.94060 2.19493 4.15226 0.3 0.5 0.3
H -0.31545 1.96193 3.44713 0.0 0.1 0.2
H -2.53420 0.91654 2.67367 0.3 -0.3 0.0
C 2.44107 3.51914 1.79498 0.5 1.7 0.4
C 1.92705 4.28065 0.59033 -0.7 -0.1 -0.3
O 1.33939 3.44615 -0.41193 0.3 0.2 0.0
H 2.60434 4.31023 2.54355 0.0 -0.1 0.1
H 3.43554 3.09911 1.66244 -0.3 -0.7 -0.2
H 1.68050 2.88984 2.24946 0.1 -0.4 -0.3
H 2.67952 4.86979 0.06344 0.3 -0.2 0.2
H 1.19830 5.02260 0.94230 -0.1 -0.1 -0.1
H 0.70751 2.82337 -0.02222 0.0 -0.1 -0.1
C -2.05082 -4.64729 -3.17221 0.5 -0.4 -0.7
C -1.48724 -3.23251 -3.30081 -0.1 -1.1 1.0
O -1.59329 -2.55374 -2.03663 -0.7 0.7 -0.6
H -1.60512 -5.19653 -2.34335 -0.1 0.2 0.2
H -1.76552 -5.21939 -4.06316 -0.1 0.1 0.0
H -3.13850 -4.69686 -3.12429 0.0 0.2 0.2
H -2.06339 -2.72248 -4.07191 0.2 0.5 0.1
H -0.42605 -3.26157 -3.55308 -0.1 0.0 -0.4
H -1.07086 -3.05409 -1.38964 0.2 -0.1 -0.1
C -1.68794 -3.94298 1.22535 0.1 0.6 -0.1
C -0.30644 -4.48120 0.89454 -0.6 -0.2 0.7
O -0.01618 -4.15992 -0.46036 0.2 -0.3 0.3
H -1.67873 -2.85391 1.11314 -0.2 0.0 -0.3
H -2.06063 -4.08087 2.23961 0.5 -0.4 0.1
H -2.42433 -4.40585 0.56753 0.0 0.2 -0.2
H -0.32693 -5.56389 1.05889 0.3 -0.1 -0.2
H 0.49451 -4.06742 1.50934 -0.2 0.1 0.2
H 0.93689 -4.30085 -0.53214 0.0 0.0 -0.3
C 0.55059 -0.53343 1.09478 0.9 -0.4 -0.5
C -0.26769 -0.16278 -0.12957 -0.2 -0.6 0.2
O -0.59124 1.23405 -0.17828 0.1 -0.4 0.5
H 0.89802 -1.57093 1.00271 -0.3 -0.1 0.0
H -0.03046 -0.46184 2.01505 0.1 0.3 0.0
H 1.49985 0.01361 1.12233 -0.2 0.3 0.3
H -1.16237 -0.79850 -0.09827 -0.4 0.4 0.0
H 0.18784 -0.45731 -1.07240 0.5 0.3 0.1
H -1.00510 1.39856 0.69477 -0.3 0.1 -0.2
C 2.34135 1.44089 5.59310 -0.1 -0.4 -0.7
O 2.59124 1.91577 6.68581 -0.5 -0.2 -0.3
N 2.76723 2.01781 4.41084 -0.1 0.4 1.1
N 1.58724 0.30492 5.37131 0.5 -0.1 0.2
H 2.99639 2.98197 4.58231 0.5 -0.1 -0.6
H 2.90036 1.56866 3.51722 -0.1 0.1 0.2
H 1.41317 -0.00691 4.43278 -0.3 0.1 0.0
H 1.07456 -0.10357 6.12877 0.1 0.0 0.1
C 2.36527 -1.79386 -4.05809 0.7 -0.4 0.2
O 3.21826 -2.68285 -3.96992 -0.3 0.5 0.2
N 2.35367 -0.68120 -3.26048 -0.3 -0.6 -0.6
N 1.37109 -1.88093 -4.97702 -0.2 -0.1 -0.1
H 3.10503 -0.54400 -2.61104 -0.1 0.2 0.0
H 1.56105 -0.07002 -3.34507 0.2 0.3 0.4
H 0.63746 -1.19638 -5.15293 0.2 -0.2 0.0
H 1.44849 -2.70153 -5.55013 -0.2 0.1 -0.1
C -1.98998 -1.92595 4.38052 0.6 0.6 -0.1
O -1.62978 -0.83802 3.92921 -0.5 -0.4 0.2
N -3.16088 -2.54079 4.04792 0.7 0.2 0.3
N -1.20015 -2.63437 5.24948 -0.4 -0.2 -0.3
H -3.34716 -3.43529 4.45628 -0.6 0.0 -0.2
H -3.81400 -2.03356 3.48300 -0.2 -0.2 -0.1
H -1.51831 -3.51327 5.61170 0.1 0.0 0.2
H -0.41159 -2.18937 5.67287 0.1 0.1 -0.1
C 4.58649 1.57336 -1.80369 0.0 -1.5 0.3
O 5.59884 0.86534 -1.77434 -0.3 0.7 -0.3
N 4.27320 2.43208 -2.81867 0.5 0.0 0.3
N 3.60027 1.41115 -0.86625 0.1 0.6 -0.7
H 3.44757 2.99784 -2.77092 0.0 0.1 -0.2
H 4.95464 2.55142 -3.54495 -0.1 0.1 0.0
H 2.92914 2.16938 -0.79772 -0.2 -0.5 0.4
H 3.83719 0.80328 -0.09400 0.0 0.4 0.3
C -5.30708 -1.38991 -1.36941 -0.9 1.2 0.6
O -6.35041 -0.98065 -0.86772 0.4 -0.4 -0.2
N -4.10963 -1.43767 -0.70327 -0.4 -0.6 -1.4
N -5.21286 -1.74901 -2.68930 0.4 -0.3 0.2
H -4.04837 -1.15194 0.25104 0.0 -0.2 0.1
H -3.45490 -2.03529 -1.19152 0.9 0.2 0.9
H -4.30556 -1.85952 -3.10486 -0.1 -0.1 -0.2
H -6.02827 -1.79717 -3.26688 -0.1 0.1 0.1
C 5.11072 -0.72288 2.15114 0.0 1.3 -1.9
O 4.31988 0.07886 1.62928 -0.4 -0.7 1.4
N 4.96445 -1.36913 3.33109 0.3 -0.2 0.1
N 6.26834 -0.96779 1.46282 -0.2 -0.5 0.6
H 5.58704 -2.13906 3.49163 -0.1 0.0 0.3
H 4.18725 -1.23914 3.95353 0.0 0.2 -0.2
H 6.96051 -1.59127 1.83670 0.1 0.0 -0.3
H 6.24657 -0.75200 0.47768 0.2 0.2 0.0
C -0.95962 0.60766 -4.57991 -0.6 0.1 -0.1
O -0.93214 -0.19481 -5.51570 0.1 0.3 0.4
N -0.84435 0.24989 -3.25313 0.4 0.2 -1.0
N -1.11764 1.95218 -4.70010 0.1 0.2 0.1
H -1.03249 -0.70585 -3.00531 -0.1 -0.1 0.4
H -0.99246 1.01665 -2.62018 -0.1 -0.4 0.6
H -1.28750 2.46683 -3.84092 -0.1 0.4 0.0
H -1.32331 2.41666 -5.56457 0.1 -0.4 -0.2
C -3.75829 1.76883 -2.06352 -1.1 -0.1 0.0
C -3.33132 3.22241 -1.95481 1.1 -1.1 0.2
C -3.78648 3.78393 -0.61178 -0.7 -0.1 0.0
O -3.37353 5.11409 -0.40344 0.6 0.4 0.4
C -4.03514 6.09543 -1.15218 -0.9 0.0 -0.3
N -1.85589 3.27747 -2.06198 0.2 1.0 0.2
H -4.85212 1.75123 -2.14879 0.0 -0.2 0.5
H -3.43073 1.21669 -1.18064 -0.2 0.0 0.0
H -3.45189 1.18562 -2.93248 0.5 0.5 -0.1
H -3.74187 3.80247 -2.78352 0.0 0.0 0.0
H -3.36719 3.20751 0.21598 0.3 -0.1 -0.2
H -4.87392 3.66416 -0.48952 -0.1 0.3 -0.2
H -3.60718 7.08651 -1.01420 0.5 -0.2 0.2
H -5.08160 6.20642 -0.83609 0.0 -0.3 0.0
H -4.02945 5.85665 -2.21977 0.0 0.1 0.0
H -1.62855 4.24167 -1.81017 0.4 -0.1 -0.3
H -1.36585 2.73816 -1.33663 -0.7 -0.1 -0.2
```
Forces are in eV/Å.

Total charge: 0
Largest force on an atom (eV/A): 2.3
Spin multiplicity: 1
Energy above the lowest of the compared OMol25 structures with the same formula, charge and spin (eV): 0.000
Highest occupied orbital energy (eV): -8.913

Here are the Löwdin charges for atoms 1 to 2, given in e: atom 1 (C): -0.05, atom 2 (C): -0.27


Number 1: electronic energy -50484.7064 eV, molecular weight 550.82 g mol⁻¹. Number 2: electronic energy -76090.7877 eV, molecular weight 785.94 g mol⁻¹.